[1]
Molecular formula: AgCl6O12
Method: DFT, ωB97M-V with the def2-TZVPD basis set

## Properties
<S²>: 0.758
Spin multiplicity: 2
Largest force on an atom: 10.8 eV/A
E_HOMO (alpha / beta): 4.87 / 4.87 eV
Net charge: -4

Geometry (Å):
Ag -7.22 -5.43 5.07
Cl -5.11 -5.80 4.21
Cl -7.92 -7.18 2.31
Cl -7.97 -7.96 6.79
Cl -10.11 -9.99 4.71
O -11.40 -9.50 5.04
O -9.61 -11.10 5.44
O -9.96 -10.16 3.35
O -9.27 -8.58 5.46
Cl -10.19 -4.33 3.67
O -9.90 -5.10 4.82
O -11.33 -3.40 4.07
O -8.97 -3.79 3.13
O -10.72 -5.28 2.67
Cl -5.98 -10.22 3.18
O -7.40 -9.98 3.84
O -5.16 -11.26 4.13
O -6.20 -11.11 2.16
O -5.05 -9.13 3.14



[2]
Molecular formula: CHN3O3S
Method: DFT, ωB97M-V with the def2-TZVPD basis set

## Properties
<S²>: 2.009
Spin multiplicity: 3
Largest force on an atom: 6.2 eV/A
E_HOMO (alpha / beta): -8.83 / -10.46 eV
ΔE to the lowest compared entry with this formula, charge and spin: 0.031 eV

Geometry (Å):
C 3.24 -1.02 0.20
N -1.32 0.96 -0.96
N 0.32 -0.25 0.09
N -0.49 0.45 -0.30
O 3.27 -2.13 0.25
O 3.17 0.14 0.03
O -3.21 -0.47 1.43
S -3.65 0.37 0.28
H -1.33 1.96 -1.03



[3]
Molecular formula: C16H31I3NO3P2
Method: DFT, ωB97M-V with the def2-TZVPD basis set

## Properties
Largest force on an atom: 2.4 eV/A
E_HOMO: -3.39 eV
Net charge: -1

Geometry (Å):
C -1.33 -3.60 -2.24
C -1.09 -2.56 -3.38
C -0.47 -1.23 -2.83
C 0.76 -1.53 -1.89
O 0.39 -1.57 -0.55
P 1.54 -1.06 0.65
C 2.75 -2.41 -0.07
C 0.33 0.36 1.15
I -1.12 -0.18 2.74
C -0.64 0.88 0.01
C 0.08 1.63 -1.15
C 2.80 -0.73 2.07
I 4.61 0.09 1.09
C 2.47 0.16 3.32
C 1.96 -0.66 4.58
I 4.43 0.95 4.05
P 0.57 -2.55 2.05
O 1.64 -3.89 2.31
O -0.68 -3.30 1.13
H -1.86 -3.13 -1.39
H -1.91 -4.46 -2.62
H -0.37 -4.02 -1.88
H -2.10 -2.28 -3.75
H -0.49 -2.98 -4.21
H -1.27 -0.68 -2.31
H -0.13 -0.63 -3.70
H 1.13 -2.51 -2.29
H 1.53 -0.79 -2.17
H 2.18 -0.09 -0.23
H 2.20 -3.34 -0.35
H 3.52 -2.76 0.65
H 3.34 -2.02 -0.93
H 0.85 1.31 1.39
H -1.20 1.69 0.54
H -1.42 0.16 -0.27
H 1.07 1.23 -1.42
H -0.61 1.65 -2.01
H 0.23 2.68 -0.84
H 3.16 -1.68 2.52
H 1.88 1.07 3.26
H 1.88 -1.73 4.38
H 2.66 -0.55 5.43
H 1.02 -0.20 4.92
H 1.53 -4.46 1.54
H -1.22 -3.71 1.80
N -2.60 4.06 -2.11
C -3.47 3.51 -1.26
C -3.97 4.15 -0.14
C -3.55 5.44 0.12
C -2.65 6.04 -0.75
C -2.21 5.31 -1.84
H -3.76 2.49 -1.50
H -4.67 3.65 0.52
H -3.92 5.98 0.99
H -2.29 7.05 -0.58
H -1.50 5.74 -2.55



[4]
Molecular formula: C13H18OS
Method: DFT, ωB97M-V with the def2-TZVPD basis set

## Properties
Largest force on an atom: 5.2 eV/A
E_HOMO: -8.32 eV
ΔE to the lowest compared entry with this formula, charge and spin: 0.175 eV
SMILES: O=C1C=CCC2(CCCC2)[C@]12CCCS2

Geometry (Å):
O 0.37 1.54 -2.52
C 0.48 0.53 -1.90
C 1.25 -0.62 -2.25
C 1.58 -1.69 -1.53
C 1.00 -1.89 -0.17
C 0.63 -0.53 0.50
C -0.06 -0.70 1.79
C 0.62 0.37 2.74
C 1.63 1.23 1.95
C 1.81 0.33 0.74
C -0.34 0.21 -0.60
C -1.64 -0.50 -0.92
C -2.68 0.52 -1.43
C -2.59 1.68 -0.47
S -0.87 1.90 0.15
H 1.88 -0.41 -3.19
H 2.27 -2.40 -1.98
H 0.17 -2.53 -0.39
H 1.69 -2.38 0.46
H 0.28 -1.68 2.05
H -1.15 -0.67 1.55
H 1.22 -0.07 3.44
H -0.17 1.03 3.26
H 1.05 2.13 1.63
H 2.47 1.57 2.68
H 2.14 0.90 -0.26
H 2.65 -0.43 0.96
H -2.13 -1.14 -0.10
H -1.31 -1.26 -1.64
H -2.39 0.75 -2.46
H -3.69 0.05 -1.42
H -2.94 2.62 -1.01
H -3.22 1.51 0.37



[5]
Molecular formula: C3H7N2O
Method: DFT, ωB97M-V with the def2-TZVPD basis set

## Properties
Largest force on an atom: 5.9 eV/A
E_HOMO: -13.70 eV
ΔE to the lowest compared entry with this formula, charge and spin: 2.698 eV
SMILES: N/C(C=O)=C\[NH3+]
Net charge: +1

Geometry (Å):
N -0.87 0.67 -0.89
C -0.26 -0.32 -0.36
C -0.50 -1.60 -1.19
O -0.01 -2.64 -0.86
C 0.50 -0.34 0.75
N 0.81 1.03 1.36
H -0.50 1.66 -0.85
H -1.28 0.46 -1.79
H -1.28 -1.60 -1.93
H 0.75 -1.33 1.28
H 0.02 1.59 1.38
H 1.54 1.38 0.72
H 1.07 1.03 2.38



[6]
Molecular formula: C8H10N2O3S
Method: DFT, ωB97M-V with the def2-TZVPD basis set

## Properties
Largest force on an atom: 2.6 eV/A
E_HOMO: -9.91 eV
ΔE to the lowest compared entry with this formula, charge and spin: 0.000 eV
SMILES: NC(=O)CC[C@@H]1C[C@@H](N=C=S)OC1=O

Geometry (Å):
N 2.62 -0.76 1.20
C 2.61 0.32 0.32
O 3.58 0.61 -0.33
C 1.35 1.20 0.17
C 0.76 1.03 -1.25
C -0.49 0.13 -1.32
C -1.59 0.40 -0.26
C -1.57 -0.93 0.54
N -2.99 -1.29 0.88
C -3.46 -0.56 1.73
S -4.06 0.57 2.67
O -1.16 -1.91 -0.39
C -0.13 -1.34 -1.12
O 0.84 -1.93 -1.45
H 3.33 -1.40 0.87
H 1.72 -1.22 1.27
H 1.73 2.22 0.29
H 0.64 1.03 0.98
H 0.53 2.01 -1.67
H 1.55 0.59 -1.86
H -0.97 0.30 -2.29
H -1.39 1.27 0.36
H -2.54 0.56 -0.77
H -0.91 -0.91 1.41



[7]
Molecular formula: C17H16FN3O3S2
Method: DFT, ωB97M-V with the def2-TZVPD basis set

## Properties
Largest force on an atom: 1.0 eV/A
E_HOMO: -8.15 eV
ΔE to the lowest compared entry with this formula, charge and spin: 0.089 eV
SMILES: O=c1[nH]c2ccc(S(=O)(=O)N3CCN(c4ccccc4F)CC3)cc2s1

Geometry (Å):
O 2.79 -5.51 2.51
C 2.32 -4.82 1.66
N 1.02 -4.77 1.26
C 0.69 -3.90 0.26
C -0.57 -3.70 -0.30
C -0.70 -2.76 -1.31
C 0.41 -2.06 -1.76
S 0.19 -0.81 -3.03
O 1.43 -0.62 -3.71
O -0.99 -1.12 -3.78
N -0.12 0.59 -2.18
C -1.38 0.67 -1.49
C -1.69 2.14 -1.18
N -0.62 2.72 -0.40
C -0.65 2.67 0.99
C 0.45 2.33 1.77
C 0.41 2.36 3.15
C -0.74 2.74 3.82
C -1.85 3.09 3.08
C -1.79 3.07 1.70
F -2.91 3.48 1.04
C 0.64 2.61 -1.10
C 0.98 1.15 -1.43
C 1.66 -2.24 -1.22
C 1.80 -3.17 -0.20
S 3.24 -3.63 0.67
H 0.34 -5.38 1.70
H -1.42 -4.26 0.05
H -1.65 -2.59 -1.79
H -2.14 0.25 -2.16
H -1.36 0.09 -0.55
H -2.64 2.22 -0.67
H -1.76 2.69 -2.13
H 1.37 2.02 1.30
H 1.29 2.09 3.71
H -0.77 2.76 4.90
H -2.77 3.41 3.55
H 1.44 3.08 -0.53
H 0.53 3.15 -2.05
H 1.87 1.08 -2.06
H 1.15 0.58 -0.50
H 2.51 -1.70 -1.61



[8]
Molecular formula: C2H17NO5
Method: DFT, ωB97M-V with the def2-TZVPD basis set

## Properties
Largest force on an atom: 2.3 eV/A
E_HOMO: -9.70 eV
ΔE to the lowest compared entry with this formula, charge and spin: 1.317 eV
SMILES: CCN.O.O.O.O.O

Geometry (Å):
C -2.09 -1.22 2.97
C -2.50 -1.39 1.51
N -2.00 -0.36 0.57
H -1.27 -0.51 3.19
H -2.84 -0.84 3.66
H -1.60 -2.07 3.46
H -2.14 -2.31 1.06
H -3.59 -1.38 1.48
H -1.02 -0.13 0.75
H -2.50 0.50 0.76
O 1.08 -0.51 -0.57
H 0.67 -1.30 -0.98
H 1.45 -0.04 -1.34
O 2.53 0.20 1.44
H 2.40 -0.47 0.75
H 3.39 0.08 1.86
O 1.58 3.51 -0.86
H 1.15 2.87 -0.27
H 2.48 3.44 -0.51
O 1.24 1.21 -2.73
H 1.87 1.78 -2.27
H 1.46 1.31 -3.65
O -0.95 -1.88 -1.68
H -1.51 -1.62 -0.92
H -1.31 -1.24 -2.31